[1]
Below is a molecular structure, C30H28As2Cl5CrN3O, with properties calculated with wB97M-V/def2-TZVPD.

```
70
Properties=species:S:1:pos:R:3:forces:R:3:nbo_charge:R:1
Cr 0.358862 1.110151 0.660897 0.2 -0.3 -0.1 0.2600
C 0.145690 0.005522 4.802754 0.0 0.0 0.0 -0.6714
C 0.461583 0.597416 3.470478 0.0 0.0 -0.1 0.1846
N -0.041687 0.191933 2.316926 0.0 0.0 0.0 -0.2940
N -0.851864 -0.931909 2.318169 0.0 -0.1 -0.1 -0.2563
C -1.446875 -1.166916 1.230784 0.0 0.0 0.2 0.5171
O -1.413429 -0.178231 0.208659 0.1 0.1 -0.1 -0.8154
C -2.191808 -2.421029 1.007924 0.0 0.0 0.1 -0.0742
C -1.804169 -3.314346 0.011392 0.1 -0.1 0.0 -0.2443
C -2.468282 -4.523019 -0.132296 0.0 0.0 0.0 -0.1980
C -3.514649 -4.845117 0.721659 0.0 0.0 0.0 -0.1847
C -3.886937 -3.965785 1.729144 0.0 0.0 0.0 -0.1967
C -3.223035 -2.758175 1.880448 0.0 0.0 -0.1 -0.1748
C 1.395665 1.661094 3.265134 0.0 0.0 0.1 0.1008
C 2.072689 2.313920 4.311168 0.0 -0.1 0.0 -0.2008
C 2.960315 3.316226 4.026220 0.0 0.0 -0.1 -0.1807
C 3.175834 3.659863 2.683262 0.0 0.0 0.0 -0.2381
C 2.486038 2.997093 1.703547 0.0 -0.1 -0.1 0.0353
N 1.597349 2.008755 1.956875 0.0 0.1 0.1 -0.4309
H -0.416535 -0.916618 4.684593 0.0 0.0 0.0 0.2488
H -0.451386 0.693098 5.406284 0.0 0.0 0.0 0.2364
H 1.057390 -0.214060 5.359504 0.0 0.0 0.0 0.2310
H -0.962809 -3.094376 -0.637186 0.0 0.0 0.0 0.2189
H -2.157400 -5.217719 -0.901102 0.0 0.0 0.0 0.2286
H -4.031370 -5.788736 0.609872 0.0 0.0 0.0 0.2319
H -4.692106 -4.222064 2.404055 0.0 0.0 0.0 0.2332
H -3.497556 -2.071273 2.669645 0.0 0.0 0.0 0.2334
H 1.878039 2.016672 5.332050 0.0 0.0 0.0 0.2268
H 3.482487 3.833864 4.818559 0.0 0.0 0.0 0.2291
H 3.869370 4.442270 2.410280 0.0 0.0 0.0 0.2322
H 2.622044 3.240256 0.657579 0.0 0.0 0.0 0.2098
Cl -1.176793 3.064084 1.104197 -0.1 0.2 0.0 0.0696
C -0.312801 3.572584 -0.357924 0.0 0.0 0.1 0.0201
C 0.512998 2.578977 -0.856847 0.0 0.2 0.0 -0.4330
C 1.144937 2.941421 -2.038596 0.0 -0.1 0.0 0.0095
Cl 2.159511 1.761109 -2.840869 0.0 0.0 0.0 -0.0204
C 0.977368 4.183043 -2.658400 0.0 0.0 0.0 -0.1228
Cl 1.787569 4.555972 -4.128782 0.0 0.0 0.0 0.0667
C 0.130410 5.133452 -2.084952 0.0 0.0 0.0 -0.1005
Cl -0.097161 6.666139 -2.821481 0.0 0.0 0.0 0.0751
C -0.544446 4.821796 -0.901514 0.0 0.0 -0.1 -0.1247
Cl -1.617057 5.939093 -0.162602 0.0 0.0 0.0 0.0686
C -3.378149 -1.155299 -1.804570 0.0 0.0 0.0 -0.9818
As -1.694770 -0.275256 -1.536499 -0.1 0.0 0.0 1.9828
C -2.077008 1.501310 -2.119878 0.0 0.0 0.0 -0.9653
C -0.271054 -1.154465 -2.463013 0.0 -0.1 0.0 -0.4391
C -0.649974 -1.539025 -3.749880 0.0 0.0 0.0 -0.1960
C 0.264245 -2.162755 -4.581224 0.0 0.0 0.0 -0.1915
C 1.541753 -2.420697 -4.111553 0.0 0.0 0.0 -0.1753
C 1.904954 -2.040117 -2.827380 0.0 0.0 0.0 -0.1399
C 1.019829 -1.385463 -1.976106 0.0 0.0 0.0 -0.3061
As 1.644628 -0.757852 -0.213055 0.0 0.1 0.1 1.1168
C 3.555135 -0.543829 -0.488686 0.0 -0.1 0.0 -0.9386
C 1.728040 -2.484501 0.704904 0.0 0.0 0.0 -0.9439
H -3.568426 -1.169041 -2.877651 0.0 0.0 0.0 0.2602
H -4.128198 -0.529480 -1.319686 0.0 0.0 0.0 0.2664
H -3.404931 -2.161081 -1.403267 0.0 0.0 0.0 0.2802
H -2.886173 1.407312 -2.845135 0.0 0.0 0.0 0.2574
H -1.194709 1.955436 -2.558517 0.0 0.0 0.0 0.2865
H -2.411223 2.078750 -1.258577 0.0 0.0 0.0 0.2804
H -1.650364 -1.352132 -4.124088 0.0 0.0 0.0 0.2182
H -0.023095 -2.447481 -5.583833 0.0 0.0 0.0 0.2374
H 2.262616 -2.913927 -4.749725 0.0 0.0 0.0 0.2349
H 2.913568 -2.242792 -2.490655 0.0 0.0 0.0 0.2178
H 4.038401 -1.497760 -0.694431 0.0 0.0 0.0 0.2251
H 3.947266 -0.146140 0.447627 0.0 0.0 0.0 0.2494
H 3.753727 0.168168 -1.283451 0.0 0.0 0.0 0.2545
H 2.174385 -3.231931 0.048619 0.0 0.0 0.0 0.2276
H 0.750985 -2.823747 1.038538 0.0 0.0 0.0 0.2316
H 2.362546 -2.352633 1.581667 0.0 0.0 0.0 0.2446
```
Positions in Å, forces in eV/Å.

As for the total charge: +1. For the highest occupied orbital energy (spin up / spin down), the calculation gives -8.59 / -8.66 eV. As for the spin multiplicity: 2. The frontier orbital gap (spin up / spin down) is 5.71 / 5.75 eV. The value obtained for the largest force on an atom is 0.4 eV Å⁻¹.

***

[2]
Below is 2 unconnected molecules or ions with the total composition C2H10N3O in a non-equilibrium geometry, with properties calculated with wB97M-V/def2-TZVPD.

```
16
Properties=species:S:1:pos:R:3:forces:R:3:nbo_charge:R:1
C 1.812602 -0.304227 0.145423 -0.8 -0.8 -0.1 0.3857
C -2.213706 -0.247373 -0.457397 0.2 1.0 -0.1 0.0953
N 1.268413 0.867130 0.114690 0.2 0.4 0.0 -0.7276
N -1.438652 0.906757 0.104188 -0.3 -0.1 0.0 -0.8645
N 3.067965 -0.643671 -0.017382 0.5 0.1 0.0 -0.7233
O -1.829988 -1.414548 0.175842 0.1 -0.4 0.4 -0.7063
H 1.116290 -1.132479 0.289425 0.1 0.1 0.0 0.2247
H -3.291828 -0.049799 -0.384983 0.2 -0.2 0.0 0.1683
H 1.827835 1.698780 -0.031502 -0.1 -0.1 0.0 0.4080
H 0.183683 0.921771 0.137439 0.3 -0.1 0.0 0.4515
H -1.729805 1.091171 1.065762 -0.1 0.0 -0.2 0.3808
H -1.652914 1.744525 -0.433833 -0.1 0.0 0.1 0.3870
H 3.327966 -1.621930 -0.018546 -0.1 0.3 0.1 0.4358
H 3.802028 0.031560 -0.181052 -0.1 -0.1 0.0 0.4212
H -1.929728 -0.326602 -1.510048 -0.1 0.0 0.1 0.1799
H -2.320156 -1.521072 1.001967 0.0 -0.1 -0.2 0.4835
```
Positions in Å, forces in eV/Å.

As for the total charge: +1. For the highest occupied orbital energy, the calculation gives -14.37 eV. The frontier orbital gap is 11.61 eV. The value obtained for the largest force on an atom is 1.1 eV Å⁻¹.

***

[3]
Below is a molecular structure, C43H61ClN4O9PTeTi in a non-equilibrium geometry, with properties calculated with wB97M-V/def2-TZVPD.

```
121
Properties=species:S:1:pos:R:3:forces:R:3:lowdin_spin:R:1
Ti 0.471617 0.199264 -1.139174 0.5 0.4 0.0 0.0887
N 2.216510 -3.018481 -1.529896 -0.1 -0.1 0.0 0.0000
C 2.719236 -2.979931 -2.885130 0.0 0.0 0.0 0.0001
C 1.626055 -2.555819 -3.872078 0.0 0.0 -0.1 0.0000
C 1.444032 -1.039439 -3.903339 0.1 0.0 -0.1 0.0005
O 1.967154 -0.408467 -4.817834 0.0 0.0 0.0 0.0005
O 0.739747 -0.511974 -2.966465 0.0 -0.1 0.3 0.0008
H 2.901509 -2.844810 -0.811190 0.0 0.1 0.0 0.0000
H 1.662668 -3.836227 -1.322001 0.1 0.0 0.0 0.0000
H 3.147530 -3.938492 -3.221745 0.0 0.0 0.0 0.0000
H 3.523293 -2.241991 -2.929402 0.0 0.0 0.0 0.0001
H 0.683039 -3.050989 -3.621296 0.0 0.0 0.1 0.0000
H 1.922260 -2.851149 -4.880745 0.0 0.0 0.0 0.0000
O -4.891498 3.341732 1.666284 0.0 0.0 0.0 0.0133
C -3.627104 3.791883 2.189565 0.0 0.0 0.0 0.0173
C -2.499255 3.067384 1.533012 0.1 -0.1 0.0 0.0987
C -1.882474 1.943496 2.155326 -0.1 0.0 -0.1 0.0950
C -0.903627 1.264003 1.480554 0.0 0.0 0.1 0.0349
N -0.436598 1.625899 0.268890 0.1 -0.3 -0.2 0.1643
C -0.950329 2.780826 -0.294743 0.0 -0.1 -0.1 0.1451
C -2.022542 3.457080 0.307602 0.1 0.1 0.1 0.0036
C -0.359775 3.143362 -1.544659 0.2 -0.1 0.1 0.0690
C -0.787999 4.197464 -2.369472 -0.1 0.0 0.0 0.0355
C -0.285217 4.308449 -3.640137 0.0 0.0 0.0 0.0288
C -1.061360 5.088134 -4.660220 0.0 0.0 0.0 0.0014
O -2.150832 4.300750 -5.131105 0.0 -0.1 0.0 0.0033
C 0.778407 3.477557 -4.028510 0.0 0.0 0.0 0.0750
C 1.193850 2.498448 -3.155295 0.0 0.1 -0.1 0.0066
N 0.621111 2.301468 -1.962941 -0.3 0.0 -0.2 0.0891
H -5.569618 3.953032 1.969090 0.0 0.0 0.0 0.0023
H -3.596695 3.608912 3.270417 0.0 0.0 0.0 0.0008
H -3.531034 4.871459 2.022415 0.0 0.0 0.0 0.0044
H -2.203330 1.600718 3.131170 0.0 0.0 0.0 0.0051
H -0.451469 0.373883 1.903262 0.0 0.1 0.0 -0.0004
H -2.471602 4.302270 -0.200790 0.0 0.0 0.0 -0.0021
H -1.624503 4.817716 -2.071734 0.0 0.0 0.0 0.0016
H -0.427639 5.352213 -5.514182 0.0 0.0 0.0 0.0000
H -1.454558 6.016292 -4.227084 0.0 0.0 0.0 0.0005
H -2.165850 3.462047 -4.626353 0.0 0.0 0.0 0.0001
H 1.198965 3.534415 -5.023997 0.0 0.0 0.0 0.0055
H 1.963398 1.787956 -3.429664 0.0 0.0 0.0 -0.0008
C -4.173744 -1.852008 -1.868513 0.0 0.0 0.0 0.0000
C -4.509042 -0.390320 -1.591092 0.0 0.1 0.0 0.0001
C -4.125202 0.002543 -0.168501 0.0 0.0 0.0 0.0009
C -5.993459 -0.134753 -1.824739 0.0 0.0 0.0 0.0001
O -3.860170 0.487901 -2.536207 0.0 -0.1 0.1 0.0001
P -2.303430 0.464436 -2.959116 -0.1 -0.1 -0.1 0.0015
O -2.039765 1.752798 -3.635993 -0.1 0.0 0.0 0.0013
O -1.516662 0.009437 -1.747161 0.3 0.4 0.0 0.0051
O -2.188089 -0.778072 -3.976979 -0.1 0.0 0.1 0.0003
C -2.476383 -0.721993 -5.387038 0.1 0.0 0.0 0.0001
C -1.375006 0.041425 -6.112240 0.0 0.0 0.0 0.0002
C -3.843394 -0.096008 -5.646250 0.0 0.0 0.0 0.0000
C -2.474067 -2.186499 -5.808876 0.0 0.0 0.0 0.0000
H -4.705036 -2.486871 -1.154931 0.0 0.0 0.0 0.0000
H -3.104397 -2.028997 -1.762968 0.0 0.0 0.0 0.0000
H -4.474689 -2.130907 -2.880315 0.0 0.0 0.0 0.0000
H -4.645711 -0.640098 0.547422 0.0 0.0 0.0 0.0001
H -4.404274 1.038930 0.029649 0.0 0.0 0.0 0.0005
H -3.052272 -0.100043 -0.020866 0.0 0.0 0.0 0.0002
H -6.594136 -0.726666 -1.130089 0.0 0.0 0.0 0.0000
H -6.266668 -0.401542 -2.847767 0.0 0.0 0.0 0.0000
H -6.211957 0.922084 -1.667881 0.0 0.0 0.0 0.0001
H -1.341347 1.073472 -5.768863 0.0 0.0 0.0 0.0002
H -1.565831 0.025467 -7.189541 0.0 0.0 0.0 0.0000
H -0.401096 -0.411538 -5.920127 0.0 0.0 0.0 0.0000
H -3.858885 0.941028 -5.311781 0.0 0.0 0.0 0.0000
H -4.624105 -0.646239 -5.117331 0.0 0.0 0.0 0.0000
H -4.056745 -0.124151 -6.717703 0.0 0.0 0.0 0.0000
H -1.491786 -2.621946 -5.620680 0.0 0.0 0.0 0.0000
H -2.704381 -2.278699 -6.873045 0.0 0.0 0.0 0.0000
H -3.217242 -2.743283 -5.234571 0.0 0.0 0.0 0.0000
Cl 3.022816 0.364403 -1.151847 -0.4 0.1 0.1 0.0051
C -0.952816 -2.955617 -0.003450 0.0 0.0 0.1 -0.0003
C 0.003353 -2.064367 0.788210 -0.1 0.4 -1.0 -0.0015
O 0.258749 -2.357698 1.962280 -1.0 -0.9 -1.9 -0.0013
N 0.462086 -1.005544 0.111208 -0.5 -0.7 0.4 -0.0063
Te 3.470675 -1.031800 1.905342 0.1 0.1 0.3 -0.0001
C 4.096211 -2.126600 3.641055 0.0 0.1 0.0 0.0000
C 3.835784 -3.503829 3.685101 0.0 0.0 0.0 0.0000
C 3.142915 -4.214013 2.550958 0.0 0.0 0.0 0.0000
C 4.208323 -4.238260 4.807973 0.0 0.0 0.0 0.0000
C 4.824526 -3.643075 5.898995 0.0 0.0 0.0 0.0000
C 5.228710 -4.452340 7.103997 0.0 0.0 0.0 0.0000
C 5.076895 -2.280431 5.840923 0.0 0.0 0.0 0.0000
C 4.735415 -1.512585 4.729094 0.0 0.0 0.0 0.0000
C 5.049953 -0.041183 4.765175 0.0 0.0 0.0 0.0000
C 2.346251 0.403501 3.005550 0.0 0.1 -0.2 0.0003
C 2.575898 1.769640 2.785653 0.0 -0.1 0.0 -0.0001
C 3.594154 2.289317 1.812202 0.1 0.0 -0.1 0.0001
C 1.804024 2.701755 3.478195 0.0 0.0 0.0 0.0003
C 0.822560 2.321643 4.377416 0.0 0.0 0.0 0.0017
C -0.027669 3.343040 5.084712 0.0 0.0 0.0 0.0006
C 0.616937 0.965171 4.582248 0.0 0.2 0.0 0.0017
C 1.347204 -0.004919 3.903319 0.0 -0.3 0.2 0.0002
C 1.013061 -1.450197 4.152926 0.7 0.4 1.1 0.0000
H -0.798725 -3.999744 0.277603 0.0 0.0 0.0 -0.0001
H -0.827873 -2.806726 -1.074432 0.0 0.0 0.0 0.0000
H -1.976113 -2.682557 0.267685 0.0 0.0 0.0 0.0000
H 3.755186 -4.206770 1.645144 0.0 0.0 0.0 0.0000
H 2.199753 -3.727155 2.287876 0.0 0.0 0.1 0.0000
H 2.948484 -5.254935 2.814134 0.0 0.0 0.0 0.0000
H 3.996773 -5.303334 4.833062 0.0 0.0 0.0 0.0000
H 4.759155 -5.436642 7.090035 0.0 0.0 0.0 0.0000
H 4.940510 -3.952182 8.030692 0.0 0.0 0.0 0.0000
H 6.311401 -4.600445 7.135302 0.0 0.0 0.0 0.0000
H 5.559960 -1.792746 6.683671 0.0 0.0 0.0 0.0000
H 5.881207 0.154421 5.445442 0.0 0.0 0.0 0.0000
H 4.185682 0.534780 5.103519 0.0 0.0 0.0 0.0000
H 5.305342 0.328598 3.771532 0.0 0.0 0.0 0.0000
H 4.533198 1.736180 1.876341 0.0 0.0 0.0 0.0000
H 3.787881 3.347623 1.993520 0.0 0.0 0.0 0.0000
H 3.248791 2.162861 0.784293 0.0 0.0 0.0 0.0002
H 1.972725 3.757291 3.289018 0.0 0.0 0.0 0.0000
H 0.302081 4.355792 4.851037 0.0 0.0 0.0 0.0000
H 0.012690 3.212453 6.168891 0.0 0.0 0.0 0.0000
H -1.072931 3.253037 4.780574 0.0 0.0 0.0 0.0003
H -0.161818 0.642446 5.267529 0.0 0.0 0.0 0.0000
H 1.741685 -1.917801 4.818635 0.1 0.1 0.2 0.0000
H 0.983838 -2.001768 3.211328 0.4 0.5 1.0 0.0000
H 0.028599 -1.527925 4.618020 0.0 0.0 0.0 0.0000
```
Positions in Å, forces in eV/Å.

As for the total charge: -2. For the highest occupied orbital energy (spin up / spin down), the calculation gives -0.09 / -2.61 eV. As for the spin multiplicity: 2. The frontier orbital gap (spin up / spin down) is 3.92 / 6.44 eV. The value obtained for the largest force on an atom is 2.3 eV Å⁻¹.

***

[4]
Below is 2 unconnected molecules or ions with the total composition C6H12O2 in a non-equilibrium geometry, with properties calculated with wB97M-V/def2-TZVPD.

```
20
Properties=species:S:1:pos:R:3:forces:R:3:nbo_charge:R:1
C -2.074229 -1.340622 -0.555856 -0.2 0.2 -0.4 -0.4081
C -0.746147 -1.382119 -0.522740 0.0 0.2 0.4 0.0372
C 0.070984 -2.291420 -1.398964 -0.2 -1.4 0.3 -0.6657
C 0.041567 -0.556222 0.469789 -0.9 0.4 -0.7 -0.4396
C 0.698967 0.690659 -0.157309 1.1 -0.1 0.1 -0.5065
C 2.179127 0.566611 0.180640 -0.7 1.0 0.1 0.4508
O 2.761867 1.323049 0.910368 0.3 -0.3 -0.1 -0.5166
H -2.671083 -2.052321 -1.105878 0.1 0.0 -0.4 0.1951
H -2.649446 -0.519979 -0.139679 0.2 -0.3 0.7 0.1893
H 0.162574 -2.015627 -2.448223 -0.1 0.4 0.1 0.2276
H -0.401090 -3.284016 -1.401880 0.0 0.1 -0.2 0.2298
H 1.067653 -2.493266 -1.001547 0.1 0.3 0.0 0.2087
H -0.542663 -0.324346 1.360375 -0.3 0.4 -0.3 0.2383
H 0.781304 -1.217371 0.876698 0.8 -0.4 0.1 0.2097
H 0.295473 1.640387 0.183800 0.0 -0.1 0.4 0.2259
H 0.666514 0.752315 -1.248716 -0.3 -0.5 -0.1 0.2207
H 2.669306 -0.302988 -0.297193 0.2 -0.1 0.1 0.1004
O -2.187656 2.565851 1.125698 0.3 -0.1 -1.1 -0.9220
H -2.505085 2.022102 0.386120 -0.3 -0.1 0.5 0.4618
H -1.540138 3.096481 0.633464 -0.1 0.2 0.6 0.4634
```
Positions in Å, forces in eV/Å.

As for the total charge: 0. For the highest occupied orbital energy, the calculation gives -9.39 eV. The frontier orbital gap is 10.09 eV. The value obtained for the largest force on an atom is 1.4 eV Å⁻¹.